Here is a molecular structure, C14H17N5O11P from the OMol25 dataset. Energies are from ωB97M-V with the def2-TZVPD basis set.

The geometry in XYZ format:
```
48
C14H17N5O11P (ωB97M-V with the def2-TZVPD basis set)
P 1.05428 -0.67155 1.36875
O 0.94330 -1.81392 2.46166
O -0.95309 -1.69157 -1.37431
O 1.79423 0.39704 2.30405
O -1.82196 -1.88131 1.67889
O 1.31486 1.22272 -5.58351
O -0.74173 4.50521 -1.38858
O -2.84472 -0.05032 0.84464
O -1.01842 3.34020 0.54894
O 0.58578 -2.13275 -2.86145
O 0.97778 3.47049 -5.69722
O 1.75294 -1.04632 0.11065
N -0.38201 4.27049 -2.70133
N 1.13966 0.16673 -4.71834
N -0.09492 -1.32765 -2.21170
N 0.86048 2.44718 -5.04408
N -0.74520 3.32242 -0.64418
C 0.53180 0.72047 -3.62865
C 2.03368 -3.93865 2.75673
C -0.15584 2.92704 -2.75984
C -1.73786 -0.74803 1.23411
C 3.47799 2.12663 2.49050
C 0.09166 0.11871 -2.36848
C -4.10221 -0.77814 0.89845
C -0.30341 0.91890 -1.30352
C -0.40813 2.27852 -1.51748
C -4.17234 -1.96243 -0.03014
C 0.35347 2.10680 -3.80567
C -0.53244 0.08738 0.99751
C 2.16973 1.72799 1.84628
C 0.90304 -3.21056 2.06057
H 1.35818 2.41297 2.12973
H 4.29798 1.57321 2.02652
H 3.48508 1.93581 3.56519
H -4.27248 -1.11910 1.92644
H 1.02479 -3.27761 0.96825
H 3.64072 3.19235 2.32000
H -0.56410 0.44410 -0.23206
H -3.82738 -2.84762 0.51117
H 1.91611 -3.89070 3.84319
H -5.20993 -2.13484 -0.32697
H -0.08579 -3.58485 2.34234
H 2.04631 -4.98683 2.45216
H -3.55167 -1.83198 -0.92220
H 2.25677 1.71730 0.74541
H -4.84870 -0.02439 0.63145
H -0.63343 1.01431 1.57301
H 2.99715 -3.49385 2.48310
```

The charge is -1. The HOMO-LUMO gap comes out at 5.64 eV. For the max |F|, the calculation gives 4.59 eV/A. The value obtained for the relative energy (zero: lowest compared OMol25 entry of this formula, charge and spin) is 24.1 kcal/mol. Its molecular weight is 462.3 g mol⁻¹. The calculation puts the total energy at -1986.15807 a.u.